# 1
14
Properties=species:S:1:pos:R:3 method="wB97M-V/def2-TZVPD" total_energy_ha=-560.6110 total_charge=+1
F -0.69 0.74 2.77
C -0.69 -0.27 1.85
C -0.68 0.33 0.46
C 0.69 0.21 -0.22
P 0.62 -0.18 -1.98
H 0.19 -0.87 2.03
H -1.55 -0.89 2.00
H -0.87 1.38 0.61
H -1.50 -0.05 -0.14
H 1.29 -0.56 0.23
H 1.25 1.13 -0.13
H 1.79 -0.86 -2.34
H 0.56 0.93 -2.82
H -0.43 -1.03 -2.32

# 2
14
Properties=species:S:1:pos:R:3 method="wB97M-V/def2-TZVPD" total_energy_ha=-508.9155 smiles="CC=[SiH2].CF"
C 2.03 1.76 -0.26
C 2.12 0.25 -0.04
C -3.42 -0.86 0.99
F -2.76 -0.24 -0.04
Si 1.48 -0.96 -1.11
H 1.92 2.12 -1.35
H 1.23 2.24 0.18
H 3.03 2.19 0.03
H -3.57 -2.01 0.74
H 2.81 0.02 0.72
H -4.35 -0.23 0.93
H -2.93 -0.78 2.02
H 1.83 -2.23 -0.48
H 0.57 -1.28 -2.33

# 3
17
Properties=species:S:1:pos:R:3 method="wB97M-V/def2-TZVPD" total_energy_ha=-697.2722 total_charge=+1
C 0.94 -1.90 0.26
C 1.49 1.68 -0.42
C -1.71 -0.14 1.28
N -0.21 0.07 -0.65
O 0.63 0.92 -1.21
O -1.01 0.70 0.35
O -0.86 -0.45 -1.63
I -2.09 0.71 -2.89
H 1.73 -1.23 0.62
H 0.22 -2.33 0.94
H 1.28 -2.52 -0.53
H 1.92 2.33 -1.08
H 2.40 1.01 -0.30
H 1.00 2.09 0.55
H -1.10 -0.68 1.96
H -2.27 -0.84 0.81
H -2.36 0.58 1.93

# 4
15
Properties=species:S:1:pos:R:3 method="wB97M-V/def2-TZVPD" total_energy_ha=-869.9659 total_charge=+1
C 1.26 -0.89 -0.95
C -0.64 0.75 0.70
C 0.57 -0.12 1.06
N -1.48 0.16 -0.41
S 1.81 0.87 1.84
I 0.07 -2.00 2.01
H 1.03 -0.07 -1.50
H 0.87 -1.89 -0.99
H 2.33 -1.16 -0.81
H -1.26 1.01 1.60
H -0.17 1.70 0.57
H -1.67 0.92 -1.06
H -2.43 -0.14 -0.08
H -0.94 -0.61 -0.88
H 2.56 -0.12 2.34

# 5
13
Properties=species:S:1:pos:R:3 method="wB97M-V/def2-TZVPD" total_energy_ha=-174.2190
C 0.86 -1.71 0.90
N 0.84 1.51 1.62
C -0.39 1.22 1.93
C 0.98 1.16 0.30
H 0.25 -1.90 0.01
H 1.38 -0.77 0.59
H 1.33 -2.65 1.22
H -0.68 1.55 2.93
H 0.29 -1.35 1.75
H -1.08 0.56 1.46
H -3.13 0.46 -6.56
H -2.58 0.29 -6.10
H 1.93 1.64 -0.05

# 6
13
Properties=species:S:1:pos:R:3 method="wB97M-V/def2-TZVPD" total_energy_ha=-174.3473 smiles="C=CN.C"
C 5.18 -0.78 4.14
H 5.15 0.33 3.94
H 4.26 -1.31 4.05
H 5.69 -0.85 5.13
H 5.88 -1.30 3.42
C -3.24 -0.03 -1.37
C -2.08 -0.09 -1.97
N -1.29 0.99 -1.87
H -3.28 0.20 -0.37
H -4.21 -0.42 -1.78
H -1.77 -0.97 -2.69
H -1.22 1.41 -0.93
H -0.62 1.40 -2.50